Entry 1:
Entry from the OMol25 dataset: C11H20EuI2O4S2Ti as an isolated structure in a non-equilibrium geometry (ωB97M-V/def2-TZVPD).

Element x y z (Å)
I1 3.83 -0.41 -1.47
I2 3.03 -2.09 -3.67
Ti1 -0.65 -1.93 -2.53
Eu1 0.48 -0.06 0.09
S1 0.47 0.04 -2.59
S2 0.96 -2.51 -1.08
C1 -0.72 2.41 0.35
C2 -0.43 1.73 -3.35
C3 0.54 -3.74 0.54
C4 -0.35 1.44 -4.83
C5 -1.84 1.91 -2.84
C6 0.47 2.87 -2.90
C7 0.79 -5.02 -0.24
C8 -0.86 -3.63 1.11
C9 1.59 -3.44 1.60
C10 -2.31 -1.28 -3.76
C11 -1.89 -3.62 -2.07
O1 -1.01 3.48 0.70
O2 -3.11 -1.16 -4.59
O3 -2.50 -4.63 -2.11
H1 -0.97 0.56 -5.08
H2 0.69 1.20 -5.09
H3 -0.69 2.30 -5.43
H4 -2.48 1.04 -3.07
H5 -2.27 2.80 -3.34
H6 -1.88 2.08 -1.75
H7 0.42 3.03 -1.81
H8 0.17 3.81 -3.40
H9 1.51 2.64 -3.15
H10 0.76 -5.90 0.42
H11 1.78 -4.94 -0.71
H12 0.03 -5.12 -1.03
H13 -0.99 -4.46 1.84
H14 -1.64 -3.73 0.33
H15 -1.04 -2.69 1.66
H16 1.61 -4.25 2.36
H17 1.41 -2.49 2.14
H18 2.58 -3.36 1.13
O4 -0.32 -0.71 2.55
H19 -1.15 -0.21 2.65
H20 0.34 -0.10 2.93

Values from the calculation:
2S+1: 8
Strongest force on any atom: 8.64 eV/Å
Frontier orbital gap (spin up / spin down): 6.1 / 3.1 eV
LUMO level (spin up / spin down): -15.815 / -17.178 eV
Net charge: +4

---

Entry 2:
Entry from the OMol25 dataset: C21H24CaN4S2SbSe4 as an isolated structure in a non-equilibrium geometry (ωB97M-V/def2-TZVPD).

Element x y z (Å)
Ca1 -0.04 -0.65 0.11
S1 0.74 2.61 0.80
C1 -0.41 3.73 0.34
N1 -0.14 5.04 0.17
C2 -1.23 5.98 -0.02
C3 -2.41 5.53 0.82
N2 -2.79 4.20 0.38
C4 -4.21 3.87 0.38
C5 -4.81 4.04 1.76
C6 -4.44 3.18 2.78
C7 -4.99 3.32 4.05
C8 -5.92 4.31 4.30
C9 -6.29 5.18 3.28
C10 -5.74 5.04 2.02
C11 -1.82 3.30 0.10
S2 -2.15 1.79 -0.48
C12 1.19 5.62 0.32
C13 1.33 6.38 1.62
C14 1.55 7.75 1.63
C15 1.64 8.44 2.82
C16 1.49 7.77 4.03
C17 1.26 6.40 4.03
C18 1.18 5.71 2.83
H1 -1.52 6.04 -1.08
H2 -0.90 6.97 0.31
H3 -3.26 6.20 0.68
H4 -2.12 5.55 1.87
H5 -4.30 2.84 0.06
H6 -4.72 4.50 -0.35
H7 -3.73 2.38 2.58
H8 -4.71 2.63 4.83
H9 -6.36 4.41 5.28
H10 -7.03 5.95 3.47
H11 -6.05 5.71 1.22
H12 1.37 6.28 -0.53
H13 1.91 4.80 0.28
H14 1.66 8.27 0.68
H15 1.82 9.51 2.82
H16 1.56 8.31 4.96
H17 1.15 5.87 4.97
H18 1.01 4.64 2.84
Se1 -1.61 -5.27 -1.50
Sb1 -1.08 -3.95 0.47
Se2 -2.44 -1.75 0.46
Se3 1.32 -2.96 0.30
Se4 -1.36 -5.08 2.60
C19 5.60 1.23 -0.19
N3 4.79 0.05 -0.41
C20 5.42 -1.25 -0.22
C21 3.48 0.13 -0.49
N4 2.33 0.20 -0.59
H19 6.49 1.19 -0.84
H20 5.94 1.30 0.85
H21 5.04 2.13 -0.44
H22 6.28 -1.34 -0.89
H23 4.71 -2.04 -0.44
H24 5.76 -1.37 0.81

Values from the calculation:
2S+1: 1
Relative energy (zero: lowest compared OMol25 entry of this formula, charge and spin): 52.6 kJ/mol
Strongest force on any atom: 1.30 eV/Å
Frontier orbital gap: 3.6 eV
LUMO level: 0.608 eV
Net charge: -1

---

Entry 3:
Entry from the OMol25 dataset: C9H13CoN5OS as an isolated structure (ωB97M-V/def2-TZVPD).

Element x y z (Å)
Co1 -0.18 -0.13 0.00
C1 0.72 4.96 0.00
C2 1.58 3.76 0.00
N1 2.88 3.73 0.00
N2 3.22 2.41 0.00
C3 2.17 1.61 0.00
S1 2.04 -0.10 0.00
N3 1.12 2.44 0.00
N4 -0.19 1.93 0.00
H1 1.36 5.84 0.00
H2 0.09 4.99 0.89
H3 0.09 4.99 -0.89
H4 4.20 2.14 0.00
H5 -0.67 2.28 -0.83
H6 -0.67 2.28 0.83
O1 -2.12 -0.27 0.00
C4 -2.69 -1.61 0.00
C5 -1.55 -2.58 0.00
C6 -1.78 -3.94 0.00
C7 -0.71 -4.81 0.00
C8 0.58 -4.28 0.00
C9 0.74 -2.92 0.00
N5 -0.30 -2.06 0.00
H7 -2.82 0.39 0.00
H8 -3.30 -1.73 -0.89
H9 -3.30 -1.73 0.89
H10 -2.80 -4.31 0.00
H11 -0.87 -5.88 0.00
H12 1.45 -4.92 0.00
H13 1.73 -2.49 0.00

Values from the calculation:
2S+1: 2
Strongest force on any atom: 0.21 eV/Å
Frontier orbital gap (spin up / spin down): 8.5 / 9.4 eV
LUMO level (spin up / spin down): -7.525 / -6.830 eV
Net charge: +2

---

Entry 4:
Entry from the OMol25 dataset: one molecule with the formula C6H11N in a non-equilibrium geometry (ωB97M-V/def2-TZVPD).

Element x y z (Å)
C1 1.25 0.80 1.04
N1 2.91 -1.04 -0.70
C2 1.51 -0.88 -0.81
C3 0.73 -0.05 -0.11
C4 -0.66 0.19 -0.49
C5 -1.65 0.54 0.36
C6 -3.03 0.06 -0.03
H1 0.79 1.77 0.95
H2 2.34 0.88 1.03
H3 1.03 0.44 2.05
H4 3.11 -2.03 -0.81
H5 3.15 -0.82 0.27
H6 1.13 -1.10 -1.80
H7 -0.86 -0.09 -1.53
H8 -1.55 1.50 0.87
H9 -3.82 0.41 0.64
H10 -3.09 -1.01 0.09
H11 -3.29 0.42 -1.03

Values from the calculation:
2S+1: 1
Relative energy (zero: lowest compared OMol25 entry of this formula, charge and spin): 223.0 kJ/mol
Strongest force on any atom: 2.41 eV/Å
Frontier orbital gap: 8.4 eV
LUMO level: 0.849 eV

---

Entry 5:
Entry from the OMol25 dataset: C32H35AuCl3N4O6 as an isolated structure in a non-equilibrium geometry (ωB97M-V/def2-TZVPD).

Element x y z (Å)
Au1 0.28 1.53 1.00
N1 0.81 3.50 0.51
C1 -0.22 4.51 0.27
C2 -1.34 4.55 1.29
C3 -2.26 3.27 1.14
O1 -3.48 3.39 1.32
O2 -1.71 2.15 0.66
H1 1.46 3.82 1.23
H2 1.36 3.46 -0.33
H3 -0.69 4.41 -0.73
H4 0.23 5.53 0.11
H5 -1.89 5.34 0.87
H6 -1.03 4.77 2.32
C4 1.69 -0.63 -3.43
C5 2.62 0.04 -2.42
C6 3.79 0.76 -2.74
C7 4.58 1.44 -1.79
C8 5.76 2.25 -2.10
C9 4.13 1.42 -0.46
C10 2.89 0.86 -0.08
C11 2.24 0.05 -1.09
N2 2.30 1.19 1.15
C12 3.04 1.12 2.42
C13 2.11 0.59 3.52
C14 3.49 2.51 2.84
C15 4.15 0.04 2.45
H7 0.69 -0.43 -3.09
H8 1.77 -1.74 -3.50
H9 1.88 -0.27 -4.43
H10 4.20 0.65 -3.80
H11 6.26 1.94 -3.06
H12 6.50 2.16 -1.25
H13 5.50 3.30 -2.12
H14 4.62 2.05 0.27
H15 1.32 -0.50 -0.82
H16 1.09 1.03 3.66
H17 2.63 0.72 4.49
H18 1.91 -0.52 3.55
H19 2.65 3.13 3.23
H20 3.93 3.01 1.97
H21 4.21 2.55 3.70
H22 3.69 -0.89 2.06
H23 4.47 -0.21 3.47
H24 5.02 0.27 1.82
Cl1 2.99 -8.17 -0.15
C16 2.52 -6.95 -1.25
Cl2 0.97 -7.21 -2.01
Cl3 3.80 -6.45 -2.22
C17 1.23 -3.30 0.55
O3 1.00 -3.88 -0.48
O4 1.50 -2.79 1.61
O5 -1.31 -0.33 3.37
C18 -1.62 -0.46 2.20
N3 -2.84 -0.93 1.73
C19 -2.97 -0.96 0.30
C20 -1.55 -0.50 -0.07
O6 -1.21 -0.39 -1.24
N4 -0.79 -0.22 1.05
C21 -4.03 -0.04 -0.30
C22 -4.04 0.21 -1.69
C23 -5.04 0.97 -2.31
C24 -6.09 1.39 -1.56
C25 -6.08 1.21 -0.20
C26 -5.04 0.56 0.46
C27 -3.27 -2.37 -0.32
C28 -3.81 -3.33 0.53
C29 -3.80 -4.70 0.20
C30 -3.51 -5.10 -1.09
C31 -3.13 -4.12 -1.98
C32 -2.89 -2.78 -1.59
H25 -3.50 -1.42 2.31
H26 -3.14 -0.09 -2.25
H27 -4.92 1.14 -3.40
H28 -7.02 1.77 -1.96
H29 -6.83 1.64 0.44
H30 -5.00 0.50 1.58
H31 -4.30 -3.05 1.48
H32 -4.18 -5.38 0.96
H33 -3.42 -6.13 -1.44
H34 -2.97 -4.35 -3.05
H35 -2.37 -2.13 -2.27

Values from the calculation:
2S+1: 3
Relative energy (zero: lowest compared OMol25 entry of this formula, charge and spin): 104.5 kJ/mol
Strongest force on any atom: 5.16 eV/Å
Frontier orbital gap (spin up / spin down): 5.5 / 4.9 eV
LUMO level (spin up / spin down): 2.065 / 0.688 eV
Net charge: -1

---

Entry 6:
Entry from the OMol25 dataset: one molecule with the formula C6H12O (ωB97M-V/def2-TZVPD).

Element x y z (Å)
C1 0.28 2.78 0.46
C2 0.46 1.33 0.92
C3 -0.16 0.35 -0.07
C4 0.05 -1.11 0.29
C5 -1.05 -2.12 0.07
C6 0.16 -2.16 -0.79
O1 -0.04 -1.77 -2.12
H1 0.74 2.94 -0.52
H2 -0.79 3.02 0.35
H3 0.72 3.49 1.16
H4 0.00 1.19 1.91
H5 1.53 1.10 1.04
H6 0.24 0.55 -1.08
H7 -1.24 0.56 -0.13
H8 0.68 -1.28 1.16
H9 -1.95 -1.74 -0.41
H10 -1.21 -2.91 0.80
H11 0.87 -2.97 -0.64
H12 0.74 -1.26 -2.40

Values from the calculation:
2S+1: 1
Relative energy (zero: lowest compared OMol25 entry of this formula, charge and spin): 122.6 kJ/mol
Strongest force on any atom: 0.28 eV/Å
Frontier orbital gap: 10.7 eV
LUMO level: 0.972 eV

---

Entry 7:
Entry from the OMol25 dataset: C5H12N2O2S as an isolated structure in a non-equilibrium geometry (ωB97M-V/def2-TZVPD).

Element x y z (Å)
C1 -1.34 0.66 -1.00
C2 -2.67 0.77 -0.30
C3 -3.70 -0.25 -0.13
C4 3.03 -0.80 -0.70
C5 1.62 -1.51 1.18
N1 -1.45 0.59 0.46
N2 1.99 -0.69 0.28
O1 3.29 1.12 1.80
O2 2.48 1.93 -0.43
S1 2.14 1.45 0.97
H1 -0.94 -0.30 -1.40
H2 -0.91 1.60 -1.40
H3 -3.22 1.72 -0.39
H4 -4.65 0.06 -0.67
H5 -3.92 -0.14 0.96
H6 -3.47 -1.19 -0.49
H7 4.05 -1.35 -0.38
H8 2.58 -1.47 -1.46
H9 3.24 0.22 -1.04
H10 0.93 -1.32 1.96
H11 1.95 -2.57 1.30
H12 -1.04 1.49 0.86

Values from the calculation:
2S+1: 1
Relative energy (zero: lowest compared OMol25 entry of this formula, charge and spin): 304.9 kJ/mol
Strongest force on any atom: 3.68 eV/Å
Frontier orbital gap: 9.6 eV
LUMO level: -0.168 eV

---

Entry 8:
Entry from the OMol25 dataset: one molecule with the formula C4H7NS2 in a non-equilibrium geometry (ωB97M-V/def2-TZVPD).

Element x y z (Å)
C1 -1.47 0.22 -0.27
C2 -0.04 0.64 -0.28
C3 0.92 0.47 0.88
C4 1.77 -0.32 -0.02
H1 -1.90 -1.46 1.35
H2 -2.14 0.91 0.34
H3 -1.81 0.34 -1.31
H4 0.01 1.67 -0.73
H5 0.43 -0.20 1.64
H6 1.38 1.36 1.30
H7 0.72 -0.80 -1.83
N1 0.87 -0.20 -1.02
S1 -1.88 -1.49 0.02
S2 3.14 -1.14 -0.05

Values from the calculation:
2S+1: 1
Relative energy (zero: lowest compared OMol25 entry of this formula, charge and spin): 75.6 kJ/mol
Strongest force on any atom: 2.32 eV/Å
Frontier orbital gap: 8.9 eV
LUMO level: 0.528 eV

---

Entry 9:
Entry from the OMol25 dataset: C44H32BF6NO7P2RuS3 as an isolated structure in a non-equilibrium geometry (ωB97M-V/def2-TZVPD).

Element x y z (Å)
Ru1 0.37 0.60 -0.85
O1 0.06 2.62 0.32
S1 -0.84 3.21 1.34
C1 -0.71 2.11 2.76
C2 -1.43 2.46 3.89
C3 -1.38 1.66 5.01
C4 -0.59 0.52 5.00
C5 0.13 0.18 3.87
C6 0.08 0.96 2.71
P1 1.19 0.56 1.30
C7 2.61 1.65 1.66
C8 3.34 1.36 2.82
C9 4.41 2.16 3.18
C10 4.77 3.24 2.39
C11 4.04 3.54 1.25
C12 2.96 2.75 0.89
C13 1.82 -1.12 1.61
C14 3.14 -1.41 1.27
C15 3.61 -2.72 1.35
C16 2.77 -3.73 1.79
C17 1.45 -3.45 2.10
C18 0.97 -2.16 1.98
C19 -2.54 2.81 0.91
C20 -3.45 3.77 1.35
C21 -4.81 3.53 1.26
C22 -5.25 2.34 0.72
C23 -4.34 1.41 0.25
C24 -2.96 1.62 0.33
P2 -1.93 0.28 -0.44
C25 -2.80 0.03 -2.02
C26 -2.43 0.85 -3.09
C27 -3.08 0.73 -4.31
C28 -4.09 -0.20 -4.48
C29 -4.46 -1.02 -3.42
C30 -3.82 -0.91 -2.19
C31 -2.36 -1.13 0.63
C32 -2.63 -0.91 1.99
C33 -2.85 -1.98 2.84
C34 -2.82 -3.28 2.35
C35 -2.56 -3.50 1.00
C36 -2.32 -2.44 0.15
H1 -2.03 3.36 3.88
H2 -1.94 1.93 5.90
H3 -0.53 -0.11 5.88
H4 0.76 -0.70 3.90
H5 3.08 0.51 3.44
H6 4.97 1.92 4.08
H7 5.61 3.86 2.67
H8 4.30 4.39 0.64
H9 2.39 3.02 0.01
H10 3.81 -0.63 0.93
H11 4.64 -2.93 1.08
H12 3.15 -4.75 1.86
H13 0.78 -4.25 2.41
H14 -0.08 -1.97 2.17
H15 -3.08 4.70 1.76
H16 -5.51 4.28 1.60
H17 -6.31 2.13 0.65
H18 -4.72 0.49 -0.19
H19 -1.65 1.58 -2.97
H20 -2.78 1.37 -5.13
H21 -4.59 -0.30 -5.43
H22 -5.25 -1.75 -3.54
H23 -4.12 -1.55 -1.38
H24 -2.68 0.10 2.38
H25 -3.06 -1.80 3.88
H26 -3.01 -4.11 3.01
H27 -2.54 -4.51 0.61
H28 -2.10 -2.63 -0.89
F1 1.50 5.02 -4.66
C37 0.62 4.14 -4.21
F2 0.44 3.19 -5.12
F3 -0.54 4.74 -3.98
S2 1.20 3.41 -2.62
O2 0.23 2.33 -2.40
O3 1.21 4.49 -1.69
N1 2.64 2.88 -2.98
S3 3.07 1.39 -2.68
O4 4.47 1.20 -2.72
O5 2.41 0.91 -1.45
C38 2.39 0.42 -4.14
F4 2.43 1.21 -5.20
F5 1.12 0.05 -3.93
F6 3.14 -0.64 -4.36
O6 0.29 -2.54 -0.80
B1 0.87 -1.36 -1.27
O7 2.00 -1.68 -2.03
C39 2.13 -3.04 -1.99
C40 3.10 -3.85 -2.55
C41 2.97 -5.21 -2.33
C42 1.92 -5.74 -1.58
C43 0.94 -4.92 -1.02
C44 1.08 -3.57 -1.24
H29 3.91 -3.43 -3.13
H30 3.71 -5.88 -2.75
H31 1.86 -6.81 -1.44
H32 0.13 -5.32 -0.44

Values from the calculation:
2S+1: 2
Relative energy (zero: lowest compared OMol25 entry of this formula, charge and spin): 300.2 kJ/mol
Strongest force on any atom: 1.63 eV/Å
Frontier orbital gap (spin up / spin down): 7.4 / 6.7 eV
LUMO level (spin up / spin down): -3.437 / -4.087 eV
Net charge: +1

---

Entry 10:
Entry from the OMol25 dataset: a 7-piece molecular cluster, H14O7 overall in a non-equilibrium geometry (ωB97M-V/def2-TZVPD).

Element x y z (Å)
H1 -0.80 -0.55 0.26
H2 0.21 -0.60 -0.67
H3 2.72 2.22 0.87
H4 3.75 1.02 0.42
H5 -5.02 -1.42 -0.77
H6 -5.22 -0.58 0.54
H7 3.63 0.77 -1.26
H8 4.84 0.02 -1.79
H9 2.32 -3.23 1.10
H10 3.34 -2.16 0.94
H11 -3.50 -1.78 -1.13
H12 -2.35 -2.42 -1.66
H13 -3.13 2.92 0.40
H14 -2.67 4.19 1.15
O1 0.11 -0.33 0.18
O2 3.16 1.80 0.14
O3 -4.53 -1.03 -0.05
O4 4.58 0.78 -1.35
O5 2.93 -2.63 1.61
O6 -2.79 -2.29 -0.84
O7 -3.23 3.90 0.52

Values from the calculation:
2S+1: 1
Relative energy (zero: lowest compared OMol25 entry of this formula, charge and spin): 374.8 kJ/mol
Strongest force on any atom: 5.18 eV/Å
Frontier orbital gap: 11.4 eV
LUMO level: 0.147 eV

---

Which of these has the highest 2S+1?
C11H20EuI2O4S2Ti

---

2S+1 of number 9 (C44H32BF6NO7P2RuS3)?
2